1.
The following is a quantum chemistry calculation of the ion C4H3N2OS with charge -1 in a non-equilibrium geometry, from the Open Molecules 2025 dataset.

Calculated values
calculated total energy	-20057.5183	eV
E_LUMO (spin up / spin down)	3.7 / 3.7	eV
gap between HOMO and LUMO (spin up / spin down)	6.7 / 6.7	eV
HOMO (spin up / spin down)	-2.95 / -2.95	eV
2S+1	1
energy above the lowest of the compared OMol25 structures with the same formula, charge and spin	301.6	kJ/mol
net charge	-1
SMILES string	[O-]C=C=N/C=C\N=S

XYZ file:
```
11
Properties=species:S:1:pos:R:3:forces:R:3:lowdin_charge:R:1
C 0.0584 0.8269 0.9075 0.86 0.27 0.77 -0.179
C -1.0331 0.3287 0.0888 3.39 -1.10 -1.12 -0.233
C 1.3954 -0.5806 -0.2473 -2.06 0.46 -0.41 -0.086
C 2.2259 -1.5605 -0.7743 0.63 -0.04 -0.50 -0.326
N 1.2263 0.2749 0.6554 -0.03 1.01 0.78 0.015
N -0.6324 -0.4971 -0.8374 3.42 0.50 2.57 -0.630
O 3.4636 -1.7068 -0.6381 -1.39 0.11 0.09 -0.080
S -1.2579 -1.4367 -1.9653 -1.39 -1.00 -1.53 0.298
H 0.1251 1.5922 1.7060 -0.94 -0.55 -0.70 0.086
H -2.0304 0.5028 0.1824 -2.67 0.90 0.45 0.059
H 1.5980 -2.1818 -1.4201 0.19 -0.56 -0.39 0.076
```
Positions in Å, forces in eV/Å.

2.
The following is a quantum chemistry calculation of a structure of composition C4H3N3 in a non-equilibrium geometry, from the Open Molecules 2025 dataset.

Calculated values
calculated total energy	-8657.3074	eV
E_LUMO (spin up / spin down)	-3.3 / -3.3	eV
gap between HOMO and LUMO (spin up / spin down)	6.7 / 6.7	eV
HOMO (spin up / spin down)	-10.05 / -10.05	eV
2S+1	1
energy above the lowest of the compared OMol25 structures with the same formula, charge and spin	878.4	kJ/mol

XYZ file:
```
10
Properties=species:S:1:pos:R:3:forces:R:3:lowdin_charge:R:1
C 2.4780 -0.2324 3.1206 1.04 0.38 3.72 -0.145
C 1.9601 -0.4022 2.0861 -3.41 0.08 -5.84 -0.038
C -1.6495 -0.2861 -1.3148 -2.71 -1.02 -1.56 -0.206
C -0.0042 0.0824 -0.1637 -0.22 -0.30 -0.55 -0.075
N -1.1766 -0.5837 -0.1494 1.71 -0.13 1.58 0.089
N 0.2513 0.7704 -1.2373 1.61 0.19 1.15 0.053
N -0.8040 0.4983 -2.0272 -0.66 -0.16 0.95 0.016
H 2.6098 -0.2151 4.1699 0.60 0.07 0.24 -0.006
H -2.6415 -0.7369 -1.6806 1.79 1.11 0.38 0.155
H -1.0234 1.1055 -2.8036 0.22 -0.22 -0.07 0.157
```
Positions in Å, forces in eV/Å.